Record 1
C25H28F4N3O15 | ωB97M-V/def2-TZVPD

Values from the calculation:
LUMO level ... -4.24 eV

Geometry as ORCA input:
```
! wB97M-V def2-TZVPD RIJCOSX def2/J DEFGRID3
* xyz 1 1
F 0.369 -3.583 1.054
C -0.078 -2.233 1.315
F -1.492 -2.303 1.424
C 0.457 -1.299 0.132
F 0.108 -1.898 -1.132
F 1.895 -1.298 0.252
C 0.014 0.223 0.215
C 1.004 1.415 0.395
N 0.134 2.589 0.429
C -1.263 2.308 0.281
N -1.279 0.864 0.155
C -2.579 0.183 0.023
C -2.944 -0.816 -1.124
C -4.289 -1.548 -1.284
N -5.323 -1.375 -0.326
C -5.021 -0.504 0.750
C -3.765 0.335 1.054
H 0.328 -1.929 2.335
H 2.142 1.375 0.475
H 0.536 3.568 0.573
H -2.166 3.012 0.283
H -2.135 -1.024 -1.915
H -4.427 -2.261 -2.176
H -5.859 -0.404 1.538
H -3.660 1.009 1.980
C 4.414 3.576 1.242
C 4.547 5.002 1.674
O 3.382 5.609 1.125
C 2.464 4.632 0.954
O 1.304 4.834 0.664
O 3.003 3.403 1.148
H 4.845 2.879 1.963
H 4.859 3.391 0.260
H 4.525 5.115 2.761
H 5.452 5.472 1.287
C -0.839 1.378 5.576
C -1.010 1.493 4.091
O 0.085 2.311 3.704
C 1.042 2.178 4.666
O 2.159 2.601 4.567
O 0.567 1.505 5.746
H -1.192 0.422 5.964
H -1.335 2.187 6.119
H -0.927 0.526 3.584
H -1.959 1.957 3.815
C 0.932 8.139 0.980
C -0.173 8.148 -0.032
O -0.355 9.531 -0.296
C 0.814 10.157 0.018
O 1.060 11.297 -0.241
O 1.667 9.312 0.664
H 1.562 7.255 0.900
H 0.561 8.220 2.006
H 0.107 7.644 -0.962
H -1.093 7.701 0.350
C 2.397 -5.572 -1.616
C 1.140 -6.040 -0.948
O 0.621 -6.989 -1.868
C 1.669 -7.440 -2.612
O 1.612 -8.370 -3.368
O 2.790 -6.701 -2.385
H 3.174 -5.301 -0.900
H 2.225 -4.728 -2.291
H 1.334 -6.540 0.005
H 0.429 -5.229 -0.785
C -1.359 -8.774 -5.500
C -1.162 -7.355 -5.064
O -2.302 -6.693 -5.593
C -3.271 -7.636 -5.760
O -4.411 -7.392 -6.031
O -2.774 -8.891 -5.577
H -0.948 -9.490 -4.787
H -0.934 -8.972 -6.488
H -1.165 -7.248 -3.975
H -0.243 -6.922 -5.460
*
```

***

Record 2
C65H89AgCl15N4Na3O20Tl | ωB97M-V/def2-TZVPD

Values from the calculation:
LUMO level ... -0.28 eV

Geometry as ORCA input:
```
! wB97M-V def2-TZVPD RIJCOSX def2/J DEFGRID3
* xyz -1 1
Na 21.443 20.755 20.980
Na 17.436 21.160 15.308
Na 18.726 21.400 20.860
Ag 19.128 19.613 17.641
Tl 14.110 16.322 22.564
C 14.077 11.300 20.142
C 13.835 9.787 20.090
C 12.353 9.807 19.907
O 11.607 8.870 19.648
C 12.293 11.388 19.873
C 12.463 12.283 21.374
C 13.828 12.099 21.600
O 14.700 12.445 22.303
O 11.565 12.995 21.674
O 14.604 8.888 20.187
H 14.923 11.786 19.582
H 11.773 11.973 19.094
C 15.983 20.058 20.231
C 16.673 20.154 19.022
C 16.438 19.095 17.893
O 17.161 19.293 16.806
C 15.453 18.175 18.112
C 14.809 17.967 19.362
C 15.251 18.931 20.533
O 14.890 18.620 21.721
O 13.980 17.064 19.587
O 17.603 20.999 18.726
H 16.017 20.887 20.942
H 15.016 17.511 17.343
C 18.389 17.462 20.287
C 17.452 16.806 21.172
C 17.384 17.340 22.583
O 16.430 16.912 23.374
C 18.321 18.331 22.996
C 19.104 19.020 22.028
C 19.143 18.560 20.635
O 19.848 19.247 19.802
O 19.765 20.055 22.428
O 16.744 15.814 20.854
H 18.378 17.181 19.231
H 18.279 18.787 23.933
C 19.857 23.369 17.880
C 19.466 22.878 16.588
C 20.130 21.487 16.011
O 19.966 21.080 14.841
C 21.204 20.877 16.829
C 21.439 21.395 18.136
C 20.517 22.564 18.802
O 20.551 22.722 20.027
O 22.229 20.760 18.883
O 18.464 23.280 15.982
H 19.207 24.074 18.455
H 21.747 20.075 16.365
C 16.274 16.769 12.879
Cl 16.244 18.491 12.423
Cl 16.897 15.734 11.637
Cl 14.672 16.280 13.470
H 16.971 16.702 13.698
C 20.607 16.914 13.512
Cl 20.532 15.200 13.859
Cl 19.294 17.757 14.401
Cl 20.429 17.358 11.797
H 21.490 17.379 13.989
C 11.800 15.893 17.711
Cl 10.681 17.276 17.630
Cl 12.152 15.306 16.143
Cl 11.373 14.642 18.785
H 12.736 16.316 18.034
C 22.058 17.419 18.586
Cl 21.622 16.184 19.844
Cl 21.142 17.043 17.150
Cl 23.789 17.320 18.333
H 21.785 18.402 18.938
C 16.621 14.529 18.074
Cl 17.947 15.243 17.098
Cl 17.063 12.902 18.513
Cl 15.072 14.527 17.124
H 16.538 15.115 18.993
C 13.168 19.318 15.144
C 12.654 20.745 14.772
C 11.156 20.812 14.836
C 10.623 20.847 16.276
C 11.246 22.115 16.924
C 12.778 22.123 16.978
N 13.173 21.965 15.557
O 14.594 21.852 15.500
C 13.309 23.405 17.510
C 13.363 21.081 17.962
C 13.096 21.028 13.314
H 12.989 18.647 14.299
H 12.694 18.853 16.031
H 14.255 19.316 15.262
H 10.805 21.713 14.288
H 10.703 19.927 14.359
H 11.008 19.975 16.819
H 9.497 20.895 16.356
H 10.893 22.269 17.981
H 10.987 23.038 16.350
H 13.050 24.231 16.846
H 12.747 23.714 18.432
H 14.391 23.403 17.564
H 13.198 21.411 18.992
H 12.969 20.063 17.861
H 14.428 20.956 17.785
H 12.700 22.015 13.079
H 12.499 20.343 12.736
H 14.149 20.938 13.179
H 14.952 22.638 15.040
C 17.335 21.655 11.542
C 17.619 23.163 11.711
C 17.382 23.936 10.361
C 17.345 25.421 10.474
C 16.148 25.838 11.352
C 16.223 25.184 12.774
N 16.519 23.660 12.565
O 16.620 23.116 13.876
C 17.278 25.896 13.591
C 14.795 25.238 13.421
C 19.088 23.436 12.141
H 16.257 21.619 11.435
H 17.679 21.172 12.474
H 17.840 21.243 10.707
H 18.220 23.557 9.707
H 16.495 23.536 9.851
H 17.262 25.990 9.505
H 18.297 25.806 10.863
H 15.239 25.572 10.773
H 16.125 26.903 11.519
H 17.718 25.376 14.463
H 18.170 26.121 13.023
H 16.895 26.835 13.930
H 14.911 24.889 14.460
H 14.539 26.291 13.396
H 14.131 24.648 12.845
H 19.259 24.523 12.276
H 19.753 23.253 11.314
H 19.447 22.834 12.985
H 17.506 23.316 14.274
C 16.478 24.068 19.806
C 16.019 24.099 21.265
C 14.477 23.725 21.189
C 13.886 23.513 22.555
C 14.700 22.447 23.306
C 16.172 22.766 23.478
N 16.643 23.025 22.056
O 18.019 23.198 22.156
C 16.376 23.918 24.451
C 16.919 21.536 23.988
C 16.285 25.545 21.787
H 16.078 24.921 19.250
H 16.139 23.158 19.284
H 17.568 24.168 19.763
H 14.005 24.502 20.546
H 14.353 22.793 20.667
H 12.856 23.100 22.523
H 13.928 24.438 23.118
H 14.516 21.481 22.850
H 14.284 22.368 24.320
H 16.297 23.556 25.461
H 17.385 24.360 24.332
H 15.649 24.697 24.348
H 17.942 21.771 24.284
H 16.363 21.163 24.854
H 16.990 20.727 23.256
H 17.355 25.743 21.981
H 15.777 25.947 22.673
H 16.073 26.249 21.005
H 18.234 24.142 22.103
C 11.905 18.960 25.331
C 11.056 19.306 24.121
C 11.872 20.264 23.253
C 11.139 20.483 21.920
C 11.059 19.140 21.169
C 10.293 18.111 22.025
N 10.869 18.082 23.348
O 10.366 17.064 24.167
C 8.749 18.312 22.052
C 10.476 16.794 21.340
C 9.740 19.970 24.659
H 11.471 18.210 25.985
H 12.138 19.887 25.857
H 12.845 18.558 24.914
H 11.991 21.216 23.772
H 12.871 19.847 23.101
H 11.740 21.206 21.333
H 10.148 20.969 21.926
H 12.081 18.808 20.925
H 10.482 19.111 20.231
H 8.299 17.420 22.547
H 8.313 19.192 22.497
H 8.313 18.333 21.049
H 9.930 16.724 20.410
H 11.513 16.751 21.060
H 10.093 16.043 22.014
H 10.078 20.837 25.236
H 9.135 19.348 25.337
H 9.087 20.339 23.853
H 9.409 17.095 24.308
*
```